No. 1
Here is 9 unconnected molecules or ions with the total composition C56H59N12O16 from the Open Molecules 2025 dataset. Energies are from ωB97M-V/def2-TZVPD.

XYZ file:
```
143
Properties=species:S:1:pos:R:3:lowdin_charge:R:1
N 0.487 5.162 -0.843 0.0014
C 1.304 3.948 -0.580 -0.2397
C 2.595 3.961 -1.465 -0.1868
C 2.997 2.583 -2.046 -0.1822
C 2.149 2.042 -3.246 -0.1427
C 0.898 2.872 -3.664 -0.1080
N 0.595 2.468 -5.088 0.1218
C 1.277 2.948 -6.099 -0.2969
N 1.564 4.294 -6.432 0.0660
C 2.813 4.122 -7.254 -0.1092
C 2.324 2.908 -8.109 -0.1295
N 1.845 2.014 -7.002 0.0946
H -0.164 4.961 -1.595 0.0468
H 1.072 5.918 -1.190 0.0113
H 1.517 3.928 0.494 0.1005
H 0.694 3.096 -0.925 0.0933
H 3.440 4.306 -0.845 0.1162
H 2.503 4.706 -2.277 0.0885
H 3.055 1.827 -1.249 0.0885
H 4.035 2.689 -2.413 0.1091
H 1.766 1.052 -2.938 0.1169
H 2.777 1.841 -4.131 0.0954
H 1.035 3.959 -3.677 0.1030
H 0.026 2.551 -3.080 0.1286
H -0.182 1.845 -5.256 0.1735
H 0.884 4.621 -7.125 0.1549
H 3.181 4.994 -7.800 0.1197
H 3.518 3.667 -6.539 0.1300
H 3.121 2.486 -8.729 0.1315
H 1.389 3.068 -8.674 0.1246
H 2.726 1.683 -6.596 0.1437
C -0.717 1.991 4.227 -0.0494
C -1.525 1.128 3.497 -0.0472
C -1.062 0.581 2.310 -0.0211
C 0.214 0.906 1.869 -0.1516
C 1.029 1.772 2.587 -0.0123
C 0.556 2.316 3.771 -0.0546
N 0.713 0.314 0.630 -0.3419
O -0.028 -0.425 0.016 0.0648
O 1.845 0.587 0.282 0.0520
H -1.080 2.412 5.157 0.1144
H -2.515 0.879 3.854 0.1179
H -1.693 -0.089 1.750 0.0909
H 2.020 2.025 2.239 0.1154
H 1.181 2.989 4.342 0.1121
C 2.575 8.254 -6.153 -0.0551
C 2.075 7.180 -5.426 -0.0618
C 1.693 7.353 -4.107 -0.0018
C 1.812 8.607 -3.526 -0.1392
C 2.320 9.686 -4.235 0.0131
C 2.703 9.504 -5.557 -0.0413
N 1.380 8.782 -2.142 -0.3386
O 0.951 7.797 -1.572 0.0433
O 1.465 9.880 -1.650 0.1165
H 2.867 8.107 -7.189 0.0657
H 1.981 6.206 -5.894 0.0541
H 1.302 6.514 -3.546 0.0923
H 2.416 10.660 -3.776 0.1246
H 3.096 10.337 -6.124 0.1150
C 0.461 -4.887 0.362 -0.0626
C 0.136 -6.028 1.087 -0.0606
C -0.157 -5.933 2.439 0.0078
C -0.125 -4.689 3.051 -0.1380
C 0.205 -3.545 2.341 0.0027
C 0.499 -3.647 0.991 -0.0621
N -0.457 -4.573 4.469 -0.3417
O -0.722 -5.590 5.077 0.0601
O -0.453 -3.468 4.961 0.0948
H 0.684 -4.963 -0.695 0.1056
H 0.108 -6.992 0.598 0.0885
H -0.409 -6.824 2.995 0.1154
H 0.233 -2.578 2.824 0.1131
H 0.755 -2.760 0.428 0.0868
C -1.539 -9.001 6.618 -0.0602
C -1.863 -10.115 7.385 -0.0656
C -2.164 -9.969 8.731 -0.0038
C -2.140 -8.701 9.293 -0.1470
C -1.812 -7.584 8.540 0.0081
C -1.509 -7.737 7.195 -0.0529
N -2.479 -8.533 10.705 -0.3499
O -2.742 -9.524 11.349 0.0891
O -2.480 -7.404 11.152 0.0592
H -1.310 -9.118 5.566 0.1064
H -1.884 -11.097 6.932 0.1067
H -2.415 -10.837 9.323 0.1183
H -1.789 -6.598 8.984 0.1141
H -1.254 -6.871 6.600 0.0704
C -2.371 -4.469 12.663 -0.0658
C -1.623 -3.510 13.335 -0.0618
C -1.224 -2.354 12.680 -0.0045
C -1.585 -2.170 11.353 -0.1516
C -2.326 -3.123 10.670 0.0002
C -2.719 -4.277 11.331 -0.0707
N -1.187 -0.942 10.665 -0.3628
O -0.524 -0.137 11.282 0.0750
O -1.544 -0.796 9.516 0.0710
H -2.686 -5.368 13.177 0.1071
H -1.353 -3.662 14.371 0.1079
H -0.642 -1.612 13.207 0.1178
H -2.601 -2.979 9.635 0.1176
H -3.298 -5.027 10.811 0.0957
C 1.697 -12.084 -1.827 -0.0688
C 1.261 -10.770 -1.712 -0.0656
C 1.223 -10.158 -0.468 -0.0023
C 1.627 -10.873 0.650 -0.1439
C 2.058 -12.187 0.548 0.0027
C 2.091 -12.793 -0.699 -0.0607
N 1.611 -10.226 1.962 -0.3531
O 1.212 -9.081 2.028 0.0645
O 2.000 -10.867 2.910 0.0937
H 1.731 -12.558 -2.801 0.1084
H 0.954 -10.222 -2.592 0.1074
H 0.883 -9.136 -0.384 0.1032
H 2.368 -12.742 1.422 0.1213
H 2.427 -13.817 -0.792 0.1103
C -4.133 4.538 -1.309 -0.0712
C -3.248 4.046 -0.356 -0.0649
C -3.359 2.735 0.081 0.0055
C -4.355 1.927 -0.447 -0.1428
C -5.252 2.408 -1.389 -0.0010
C -5.137 3.722 -1.820 -0.0668
N -4.441 0.537 -0.006 -0.3449
O -3.632 0.172 0.819 0.0630
O -5.292 -0.167 -0.498 0.1003
H -4.040 5.560 -1.654 0.1077
H -2.468 4.681 0.045 0.1039
H -2.667 2.357 0.822 0.1063
H -6.030 1.776 -1.793 0.1206
H -5.827 4.109 -2.558 0.1081
C -1.268 7.583 -11.838 -0.0563
C -0.635 6.514 -11.215 -0.0646
C 0.515 6.726 -10.472 -0.0138
C 1.019 8.015 -10.357 -0.1426
C 0.401 9.088 -10.981 0.0113
C -0.749 8.867 -11.724 -0.0482
N 2.219 8.249 -9.557 -0.3425
O 2.758 7.291 -9.028 0.0195
O 2.615 9.383 -9.451 0.1141
H -2.169 7.416 -12.413 0.1138
H -1.042 5.516 -11.308 0.1081
H 1.004 5.891 -9.991 0.1004
H 0.799 10.089 -10.894 0.1252
H -1.242 9.696 -12.213 0.1158
```

Summary:
2S+1: 1
Total charge: +1
Electronic energy (Eh): -4029.211672
LUMO energy (eV): -4.58
Kohn-Sham gap (hartree): 0.2178
HOMO (eV): -10.5

No. 2
Here is 7 unconnected molecules or ions with the total composition C56H62F6IO4P from the Open Molecules 2025 dataset. Energies are from ωB97M-V/def2-TZVPD.

XYZ file:
```
130
Properties=species:S:1:pos:R:3:lowdin_charge:R:1
C -1.803 -3.661 -4.044 -0.0750
C -1.471 -4.050 -2.595 -0.1908
C -2.267 -3.243 -1.550 -0.3454
C -1.552 -3.332 -0.177 -0.0760
C -2.504 -1.836 -2.008 -0.1608
C -3.703 -1.221 -2.091 -0.3020
P -5.282 -2.057 -1.623 0.5845
O -6.438 -0.922 -1.652 -0.3945
I -4.917 -2.333 0.813 0.4455
C -3.750 0.179 -2.619 -0.3352
O -4.696 0.936 -2.376 0.0662
C -2.604 0.691 -3.403 0.0697
C -1.402 0.113 -3.300 -0.1287
C -0.132 0.541 -3.955 -0.1369
C -0.096 1.923 -4.609 -0.1799
C -0.503 3.132 -3.730 -0.1962
C -0.334 2.948 -2.226 -0.1993
C 1.067 2.495 -1.761 -0.1737
C 0.921 1.395 -0.698 -0.1999
C 0.568 1.960 0.685 -0.1796
C -0.250 0.990 1.528 -0.1540
C 0.351 -0.413 1.695 -0.2140
O 1.765 -0.380 1.591 -0.2369
C 2.259 -1.520 0.905 -0.0877
C -1.276 -1.082 -2.411 -0.2617
O -0.176 -1.435 -1.983 0.1010
H -1.770 -4.490 -4.745 0.0777
H -1.050 -2.949 -4.386 0.0726
H -2.758 -3.159 -4.146 0.0577
H -1.681 -5.109 -2.463 0.1072
H -0.406 -3.912 -2.440 0.1012
H -3.217 -3.764 -1.449 0.0824
H -0.490 -3.493 -0.323 0.0743
H -1.949 -4.196 0.349 0.0480
H -1.735 -2.459 0.439 0.0387
H -6.146 -0.124 -1.196 0.0319
H -2.754 1.555 -4.030 0.1261
H 0.059 -0.201 -4.737 0.1315
H 0.691 0.420 -3.260 0.1019
H -0.668 1.930 -5.535 0.1074
H 0.936 2.084 -4.918 0.1057
H -1.536 3.392 -3.956 0.0952
H 0.077 4.001 -4.038 0.1082
H -0.533 3.915 -1.764 0.1103
H -1.101 2.290 -1.829 0.0961
H 1.667 2.126 -2.587 0.0984
H 1.576 3.331 -1.285 0.1042
H 0.095 0.741 -0.980 0.0819
H 1.806 0.766 -0.655 0.1092
H 1.496 2.228 1.182 0.1058
H -0.050 2.842 0.530 0.1118
H -0.363 1.425 2.522 0.1028
H -1.266 0.885 1.149 0.1120
H 0.102 -0.790 2.688 0.1045
H -0.078 -1.089 0.955 0.0892
H 1.796 -1.616 -0.077 0.0745
H 2.074 -2.412 1.505 0.0903
H 3.328 -1.393 0.769 0.0889
F -3.385 -5.973 0.111 0.0307
C -2.946 -7.085 0.740 -0.2911
C -1.790 -7.691 0.293 -0.0213
C -1.339 -8.828 0.946 -0.0842
C -2.048 -9.343 2.022 -0.0955
C -3.211 -8.718 2.451 -0.0801
C -3.666 -7.575 1.809 -0.0183
H -1.255 -7.274 -0.550 0.1146
H -0.431 -9.312 0.614 0.1059
H -1.694 -10.232 2.527 0.1012
H -3.766 -9.119 3.287 0.1051
H -4.566 -7.067 2.130 0.1192
F 2.569 1.829 8.371 0.0537
C 2.559 1.349 7.110 -0.2881
C 1.384 0.840 6.596 -0.0132
C 1.377 0.355 5.296 -0.0787
C 2.538 0.372 4.532 -0.0678
C 3.707 0.886 5.075 -0.0914
C 3.723 1.388 6.369 -0.0337
H 0.492 0.828 7.208 0.1173
H 0.459 -0.037 4.878 0.0849
H 2.538 -0.001 3.510 0.0889
H 4.612 0.906 4.481 0.1073
H 4.622 1.807 6.803 0.1190
F 3.724 4.543 0.441 0.0485
C 3.566 4.936 1.724 -0.2864
C 3.804 4.028 2.736 -0.0177
C 3.639 4.437 4.051 -0.0719
C 3.234 5.735 4.334 -0.0825
C 3.002 6.632 3.300 -0.0810
C 3.169 6.233 1.982 -0.0283
H 4.109 3.018 2.493 0.1131
H 3.821 3.737 4.855 0.0843
H 3.099 6.046 5.361 0.1023
H 2.680 7.635 3.519 0.0894
H 2.994 6.915 1.160 0.1148
F 3.341 9.500 2.454 0.0435
C 4.267 10.015 1.612 -0.2752
C 5.232 9.184 1.080 -0.0150
C 6.173 9.725 0.216 -0.0790
C 6.143 11.078 -0.095 -0.0969
C 5.166 11.894 0.458 -0.0840
C 4.215 11.362 1.317 -0.0175
H 5.245 8.135 1.341 0.1075
H 6.933 9.087 -0.215 0.1057
H 6.881 11.495 -0.766 0.1006
H 5.142 12.949 0.221 0.1043
H 3.441 11.978 1.753 0.1173
F -3.801 -1.651 -5.604 0.0443
C -3.849 -2.296 -6.788 -0.2885
C -5.049 -2.831 -7.210 -0.0124
C -5.094 -3.489 -8.431 -0.0804
C -3.946 -3.610 -9.203 -0.0951
C -2.750 -3.068 -8.755 -0.0812
C -2.697 -2.401 -7.540 -0.0202
H -5.929 -2.732 -6.590 0.1193
H -6.028 -3.909 -8.778 0.1055
H -3.986 -4.127 -10.152 0.1012
H -1.854 -3.164 -9.353 0.1050
H -1.775 -1.966 -7.175 0.1147
F -0.479 -6.397 3.002 0.0629
C -0.436 -5.279 3.751 -0.2812
C -1.502 -4.403 3.713 -0.0144
C -1.452 -3.253 4.487 -0.0796
C -0.341 -2.990 5.278 -0.1024
C 0.721 -3.884 5.298 -0.0767
C 0.676 -5.041 4.534 -0.0152
H -2.356 -4.622 3.084 0.1099
H -2.283 -2.561 4.472 0.1059
H -0.304 -2.090 5.877 0.0889
H 1.589 -3.680 5.910 0.1067
H 1.491 -5.753 4.541 0.1169
```

Summary:
2S+1: 1
SMILES: CC[C@@H](C)C1=C(P(O)I)C(=O)C=C(CCCCCCCCCOC)C1=O.Fc1ccccc1.Fc1ccccc1.Fc1ccccc1.Fc1ccccc1.Fc1ccccc1.Fc1ccccc1
Electronic energy (Eh): -3710.284619
LUMO energy (eV): -1.43
Kohn-Sham gap (hartree): 0.2730
HOMO (eV): -8.9

No. 3
Here is a molecular structure, C56H63BCoN4O5P2S from the Open Molecules 2025 dataset. Energies are from ωB97M-V/def2-TZVPD.

XYZ file:
```
133
Properties=species:S:1:pos:R:3:lowdin_charge:R:1
Co -0.280 0.066 -0.145 0.2981
C -1.873 2.862 1.030 -0.3010
N -1.110 3.890 0.398 -0.2063
C 0.052 3.517 -0.353 -0.3089
P 0.988 2.069 0.325 1.1329
C 1.207 2.397 2.089 -0.3439
C 0.998 3.680 2.600 -0.0617
C 1.219 3.931 3.946 -0.0454
C 1.663 2.919 4.783 -0.0510
C 1.886 1.646 4.278 -0.0507
C 1.651 1.381 2.938 -0.0976
C 2.641 2.479 -0.350 -0.3325
C 3.773 2.050 0.337 -0.0841
C 5.039 2.310 -0.162 -0.0585
C 5.192 2.984 -1.365 -0.0519
C 4.073 3.434 -2.049 -0.0535
C 2.805 3.186 -1.543 -0.1106
C -1.529 5.238 0.420 -0.2675
C -2.246 5.734 1.507 -0.0283
C -2.643 7.063 1.529 -0.0653
C -2.323 7.915 0.482 -0.0771
C -1.609 7.421 -0.598 -0.0658
C -1.216 6.089 -0.637 -0.0320
P -2.170 1.397 -0.035 1.1178
C -2.932 1.991 -1.553 -0.3347
C -3.407 3.296 -1.674 -0.0521
C -4.007 3.705 -2.857 -0.0426
C -4.145 2.819 -3.916 -0.0492
C -3.688 1.513 -3.795 -0.0552
C -3.081 1.102 -2.620 -0.1070
C -3.515 0.636 0.927 -0.3253
C -4.661 0.152 0.301 -0.0806
C -5.705 -0.362 1.059 -0.0644
C -5.613 -0.394 2.444 -0.0601
C -4.466 0.074 3.073 -0.0606
C -3.414 0.573 2.318 -0.1013
H -2.843 3.236 1.352 0.1104
H -1.363 2.462 1.918 0.0835
H 0.739 4.363 -0.383 0.1032
H -0.187 3.244 -1.396 0.0945
H 0.667 4.487 1.962 0.1066
H 1.050 4.926 4.337 0.1170
H 1.846 3.125 5.830 0.1162
H 2.243 0.859 4.929 0.1125
H 1.826 0.389 2.551 0.0896
H 3.672 1.524 1.277 0.1032
H 5.910 1.987 0.393 0.1171
H 6.181 3.171 -1.763 0.1162
H 4.184 3.991 -2.970 0.1153
H 1.955 3.580 -2.086 0.1013
H -2.469 5.097 2.354 0.1111
H -3.192 7.437 2.383 0.1124
H -2.625 8.952 0.509 0.1105
H -1.364 8.069 -1.429 0.1119
H -0.694 5.714 -1.509 0.1095
H -3.325 4.001 -0.859 0.1000
H -4.368 4.721 -2.948 0.1184
H -4.623 3.141 -4.831 0.1172
H -3.806 0.818 -4.617 0.1134
H -2.736 0.082 -2.517 0.0796
H -4.756 0.196 -0.777 0.1066
H -6.599 -0.720 0.566 0.1174
H -6.436 -0.778 3.033 0.1174
H -4.391 0.055 4.152 0.1188
H -2.518 0.904 2.827 0.1083
O -0.325 -0.368 1.672 -0.1506
N 0.603 -1.075 1.132 0.0467
C 4.787 -1.361 -0.510 0.0128
C 3.398 -1.299 -1.082 -0.3673
O 2.583 -0.473 -0.720 0.0330
C 3.033 -2.297 -2.136 -0.1513
C 3.945 -2.690 -3.112 -0.0130
C 3.575 -3.613 -4.079 -0.0506
C 2.301 -4.166 -4.061 -0.0577
C 1.394 -3.788 -3.078 -0.0760
C 1.757 -2.849 -2.126 -0.0501
H 4.810 -0.861 0.454 0.0851
H 5.478 -0.847 -1.184 0.0982
H 5.124 -2.392 -0.409 0.0876
H 4.942 -2.267 -3.130 0.1201
H 4.284 -3.910 -4.840 0.1150
H 2.023 -4.902 -4.803 0.1135
H 0.407 -4.234 -3.055 0.1041
H 1.072 -2.565 -1.335 0.0991
C 4.063 -4.120 2.284 0.0069
C 2.609 -4.050 1.871 -0.4234
C 2.312 -5.097 0.810 0.0047
O 2.372 -2.748 1.241 0.1562
B 1.187 -2.308 1.712 -0.7805
O 0.601 -3.033 2.689 0.1587
C 1.590 -4.061 3.074 -0.4205
C 2.191 -3.597 4.388 0.0016
C 0.876 -5.383 3.259 -0.0031
H 4.692 -4.135 1.394 0.0903
H 4.254 -5.038 2.842 0.1073
H 4.354 -3.270 2.897 0.0941
H 2.949 -4.911 -0.055 0.0964
H 1.273 -5.049 0.478 0.0956
H 2.519 -6.101 1.178 0.1027
H 2.689 -2.632 4.280 0.0962
H 2.911 -4.320 4.767 0.1038
H 1.394 -3.486 5.122 0.1024
H 0.242 -5.626 2.408 0.0870
H 0.259 -5.350 4.158 0.1003
H 1.602 -6.187 3.386 0.1066
C -3.126 -3.528 -2.164 -0.1025
C -3.390 -3.309 -0.683 -0.3550
S -1.932 -2.772 0.199 1.0500
O -1.687 -1.365 -0.398 -0.6069
C -2.686 -2.547 1.810 -0.3678
C -2.744 -3.860 2.578 -0.0850
H -4.040 -3.861 -2.651 0.0941
H -2.361 -4.288 -2.328 0.0823
H -2.816 -2.602 -2.646 0.0513
H -3.686 -4.239 -0.192 0.1030
H -4.150 -2.547 -0.504 0.0906
H -3.673 -2.113 1.647 0.0703
H -2.054 -1.816 2.309 0.0782
H -3.292 -4.635 2.039 0.0776
H -3.258 -3.696 3.524 0.0951
H -1.744 -4.225 2.791 0.0531
N 1.079 -0.419 -7.397 0.2055
C 0.857 -0.327 -6.275 -0.1443
C 0.570 -0.214 -4.867 -0.1816
C 1.140 0.793 -4.103 0.0459
C 0.843 0.846 -2.758 -0.0941
N 0.028 -0.014 -2.141 0.0278
C -0.508 -0.984 -2.890 -0.1355
C -0.275 -1.117 -4.244 0.0223
H 1.811 1.519 -4.541 0.1361
H 1.312 1.589 -2.149 0.0424
H -1.142 -1.678 -2.371 0.0663
H -0.732 -1.926 -4.796 0.1375
```

Summary:
Energy relative to the best compared isomer or geometry (same formula, charge and spin) (kcal per mole): 7.65
2S+1: 2
Total charge: +2
Electronic energy (Eh): -5255.080642
LUMO energy (alpha / beta) (eV): -5.59 / -5.69
Kohn-Sham gap (alpha / beta) (hartree): 0.2433 / 0.2396
HOMO (alpha / beta) (eV): -12.2 / -12.2